# 1
Here is a single C15H15B2BrF17NO4 molecule in a non-equilibrium geometry from the OMol25 dataset. Energies are from ωB97M-V/def2-TZVPD.

SMILES = NB(O)[C@@]1(CCC(F)(F)C(F)(F)C(F)(F)C(F)(F)C(F)(F)C(F)(F)C(F)(F)C(F)(F)F)C[C@@H](CB(O)O)O[C@@H]1Br
Frontier orbital gap = 10.0 eV

ORCA input file:
```
! wB97M-V def2-TZVPD RIJCOSX def2/J DEFGRID3
* xyz 0 1
N -0.7898 -0.8548 0.8029
B -1.3336 0.3027 1.5488
O -0.8233 0.6164 2.7819
C -2.4909 1.2063 0.9069
C -2.1732 2.7101 1.0870
C -1.3545 3.3688 -0.0336
C 0.1694 3.3108 0.1404
F 0.6254 4.5247 -0.2660
F 0.5233 3.2161 1.4201
C 0.8851 2.2661 -0.7833
F 1.2317 2.9028 -1.8899
F 0.0326 1.3229 -1.1831
C 2.1064 1.5655 -0.1650
F 2.9911 2.5077 0.1520
F 1.7939 0.9475 0.9759
C 2.7247 0.4379 -1.0678
F 2.6295 0.7003 -2.3633
F 1.9757 -0.6448 -0.8488
C 4.2153 0.1570 -0.7558
F 4.4790 0.2200 0.5277
F 4.8737 1.1977 -1.2918
C 4.8344 -1.0910 -1.4267
F 4.7345 -1.0446 -2.7366
F 6.1357 -1.0318 -1.1627
C 4.3555 -2.5043 -0.9681
F 3.2819 -2.9105 -1.6034
F 5.3169 -3.3441 -1.3628
C 4.2202 -2.7542 0.5558
F 3.1639 -2.2065 1.0900
F 5.3126 -2.3912 1.1582
F 4.1163 -4.0552 0.7370
C -3.0304 0.8145 -0.4625
C -3.8725 -0.4945 -0.2338
C -3.1881 -1.6393 -1.0232
B -3.2548 -3.0923 -0.4041
O -3.1745 -4.1835 -1.2965
O -3.3436 -3.3724 0.9297
O -3.8955 -0.5836 1.1762
C -3.7095 0.6775 1.7550
Br -5.3548 1.7222 1.6930
H 0.1450 -1.0975 1.1317
H -1.3625 -1.6545 1.0925
H -0.1480 -0.0393 3.0006
H -3.1442 3.2167 1.0832
H -1.7621 2.8596 2.0850
H -1.6525 3.0349 -1.0232
H -1.6007 4.4296 -0.0128
H -2.4017 0.8912 -1.3451
H -3.8218 1.5520 -0.6886
H -4.8281 -0.3088 -0.7251
H -3.7072 -1.6961 -1.9836
H -2.1464 -1.4275 -1.2671
H -2.2727 -4.5278 -1.3338
H -2.9298 -4.2234 1.1285
H -3.3068 0.4938 2.7480
*
```

Atomic partial charges in e from the Löwdin method, atoms 1 to 8: N 0.189; B -0.581; O 0.175; C -0.316; C -0.113; C -0.037; C -0.425; F 0.104

# 2
Here is a molecular structure, C13H29FHfN3O5S in a non-equilibrium geometry from the OMol25 dataset. Energies are from ωB97M-V/def2-TZVPD.

Frontier orbital gap = 2.4 eV

ORCA input file:
```
! wB97M-V def2-TZVPD RIJCOSX def2/J DEFGRID3
* xyz 3 1
Hf 0.7323 2.4730 -1.5415
F 0.7867 0.5854 -0.3259
C 4.7266 2.0498 -3.2279
C 4.1939 1.4345 -1.9203
O 2.9576 1.5952 -1.6525
N 4.9457 0.5484 -1.3347
C 4.5565 -0.4315 -0.3032
H 5.6526 2.5699 -2.9716
H 3.9684 2.5465 -3.8176
H 5.1613 1.2013 -3.7633
H 5.8807 0.3642 -1.6756
H 4.6414 -1.3875 -0.8226
H 3.4917 -0.3707 -0.0968
H 5.1837 -0.3516 0.5780
C -1.8922 3.4884 2.2291
C -1.2525 2.3890 1.4028
O -0.5894 2.6563 0.3550
N -1.2899 1.1644 1.8845
C -2.3512 0.6632 2.7631
H -1.8679 3.3249 3.3017
H -2.9021 3.6407 1.8365
H -1.4289 4.4472 1.9938
H -0.8360 0.4717 1.2985
H -1.9647 0.7195 3.7899
H -2.4949 -0.4167 2.7559
H -3.3111 1.1616 2.8723
C -0.2177 -3.4250 1.5437
C 0.9597 -2.8137 2.2696
O 1.5564 -3.4235 3.1256
N 1.4598 -1.5671 1.9243
C 2.5592 -0.9360 2.6627
H -1.0099 -3.3987 2.3054
H -0.1010 -4.4961 1.4068
H -0.6880 -2.8500 0.7497
H 1.1426 -1.0606 1.1100
H 3.3295 -1.6632 2.9207
H 2.3028 -0.5141 3.6367
H 2.8744 -0.1664 1.9647
C -3.6934 -1.2537 -3.0650
C -3.5727 -1.8885 -1.7004
C -2.4922 -1.2339 -0.8067
S -2.6329 0.6187 -1.4062
O -1.3981 1.2876 -1.8871
O -3.4224 1.3269 -0.4342
C -3.7664 0.2365 -2.8194
H -4.5391 -1.5972 -3.6598
H -2.8453 -1.5565 -3.6865
H -3.4485 -2.9721 -1.7627
H -4.4990 -1.8539 -1.1197
H -1.4626 -1.4307 -1.0992
H -2.7944 -1.3205 0.2314
H -3.5164 1.0042 -3.5503
H -4.7824 0.4106 -2.4616
*
```

Atomic partial charges in e from the Löwdin method, atoms 1 to 8: Hf 2.402; F -0.409; C 0.048; C -0.434; O -0.180; N 0.096; C 0.021; H 0.113

# 3
Here is 2 unconnected molecules or ions with the total composition C3H10OS2 from the OMol25 dataset. Energies are from ωB97M-V/def2-TZVPD.

SMILES = CCCSS.O
Frontier orbital gap = 9.4 eV

ORCA input file:
```
! wB97M-V def2-TZVPD RIJCOSX def2/J DEFGRID3
* xyz 0 1
C -1.5813 0.8272 -1.7784
C -3.0943 0.5717 -1.7032
C -0.8284 -0.0174 -0.7814
S 0.9724 0.1210 -1.0140
S 1.6263 -1.0661 0.5614
H -1.2294 0.7052 -2.8067
H -1.4645 1.8777 -1.5218
H -3.4406 0.8944 -0.7266
H -3.4015 -0.4430 -1.9219
H -3.5822 1.2541 -2.4066
H -1.0649 0.2533 0.2440
H -1.0750 -1.0636 -0.9115
H 2.1227 -0.0501 1.2694
H 0.6765 0.8888 4.6446
H 0.0606 0.9378 3.2268
O 0.4803 0.3597 3.8689
*
```

Atomic partial charges in e from the Löwdin method, atoms 1 to 8: C -0.345; C -0.112; C -0.610; S 0.416; S 0.323; H 0.104; H 0.102; H 0.070

# 4
Here is a gas-phase ion, C3H8NO (charge +2) in a non-equilibrium geometry from the OMol25 dataset. Energies are from ωB97M-V/def2-TZVPD.

Frontier orbital gap (alpha / beta) = 11.3 / 7.3 eV

ORCA input file:
```
! wB97M-V def2-TZVPD RIJCOSX def2/J DEFGRID3
* xyz 2 2
O 1.4397 1.0992 -1.4301
C 0.6211 1.4053 -0.6266
C -0.0119 0.2925 0.3446
C -1.4345 -0.0718 0.2256
N 0.9055 -1.0323 0.0868
H 0.4462 2.4928 -0.4233
H 0.2452 0.6710 1.3490
H -1.7902 -0.6705 -0.6349
H -2.2128 0.6767 0.3950
H -1.6546 -0.8745 0.9729
H 1.4357 -1.5272 0.8257
H 1.5176 -0.6476 -0.6394
H 0.4931 -1.8138 -0.4452
*
```

Atomic partial charges in e from the Löwdin method, atoms 1 to 8: O 0.385; C 0.081; C -0.122; C -0.006; N 0.267; H 0.245; H 0.193; H 0.135

# 5
Here is a single C4H8O2 molecule in a non-equilibrium geometry from the OMol25 dataset. Energies are from ωB97M-V/def2-TZVPD.

SMILES = CO[C@H]1C[C@H]1O
Frontier orbital gap = 9.1 eV

ORCA input file:
```
! wB97M-V def2-TZVPD RIJCOSX def2/J DEFGRID3
* xyz 0 1
C -0.3987 0.5060 -1.8436
O 0.4933 -0.1612 -0.9722
C 0.5400 0.4442 0.2880
C -0.6287 0.1811 1.1469
C 0.9015 -0.5510 1.3254
O 1.0395 -1.8511 0.9069
H -0.0976 1.5543 -1.9683
H -1.4327 0.4791 -1.4723
H -0.3420 -0.0033 -2.8069
H 0.9948 1.4334 0.2806
H -1.3785 -0.5378 0.8635
H -0.9233 0.9682 1.8492
H 0.5336 -0.3708 2.3259
H 0.8365 -1.8412 -0.0465
*
```

Atomic partial charges in e from the Löwdin method, atoms 1 to 8: C -0.080; O -0.162; C -0.356; C -0.041; C -0.219; O 0.000; H 0.094; H 0.091